35
Properties=species:S:1:pos:R:3:forces:R:3 method="wB97M-V/def2-TZVPD" multiplicity=1 smiles="COc1cc2sc(C(=O)C[C@H](C)C(=O)O)nc2nc1OC" relative_energy_kcal_mol=92.5 total_charge=0 gap_ha=0.2824
C -0.196072 -5.186595 3.379044 -1.27 -0.67 1.30
O -0.179853 -3.728860 3.622092 0.50 -2.16 -2.04
C 0.050383 -3.088839 2.430576 0.83 1.85 -0.84
C 0.931459 -1.990019 2.445014 -1.21 -1.67 1.99
C 0.878590 -1.095049 1.420110 0.26 0.96 -1.29
S 1.492489 0.509062 1.432824 -0.43 0.22 -2.08
C 0.677600 0.733212 -0.170203 -1.14 -2.17 -0.77
C 0.976742 1.997653 -0.935621 -1.36 1.65 1.60
O 1.916612 2.659340 -0.546521 0.34 -0.56 -0.36
C -0.042435 2.687186 -1.880755 1.35 1.94 0.83
C 0.055902 4.337629 -1.687854 0.35 -0.65 3.09
C -0.808333 5.146644 -2.589487 -3.04 -4.23 -0.19
C 1.423108 5.070236 -1.797362 0.23 -1.33 -0.93
O 1.984791 4.996685 -2.873026 0.13 0.28 1.19
O 1.894224 5.858689 -0.766346 -1.03 -1.43 -0.73
N -0.088125 -0.305758 -0.623029 3.37 3.27 1.08
C 0.133584 -1.337840 0.237794 -1.46 -0.58 1.01
N -0.595623 -2.447344 0.069111 0.77 -2.26 3.18
C -0.581184 -3.306188 1.161140 -1.55 0.13 -1.96
O -1.369769 -4.439317 1.062449 0.64 0.02 -1.20
C -1.833157 -4.779474 -0.283768 0.28 -0.23 -0.30
H 0.080287 -5.738187 4.256894 0.99 0.48 0.90
H -1.209945 -5.588999 3.313575 -0.21 0.71 -0.70
H 0.384795 -5.599545 2.563952 0.25 0.77 -0.32
H 1.457470 -1.832589 3.401874 -0.20 0.19 -0.69
H -1.074579 2.358053 -1.748183 0.20 0.02 0.00
H 0.314633 2.466868 -2.851136 0.03 -0.30 -1.41
H -0.408703 4.458843 -0.673960 1.01 0.06 -0.47
H -1.786397 5.249979 -2.094380 -0.16 -0.54 -0.66
H -0.579666 6.098682 -2.744593 1.84 3.96 -0.70
H -0.858413 4.604572 -3.540332 -0.44 0.51 -0.08
H 2.837901 5.914865 -0.949511 0.27 0.41 -0.11
H -2.218306 -5.804272 -0.406835 -0.19 0.32 1.34
H -1.075284 -4.815457 -1.076990 0.43 0.79 0.60
H -2.584726 -4.063865 -0.556558 -0.36 0.24 -0.29